Below is a structure of composition C14H11F8N2O9S2, with properties calculated with ωB97M-V/def2-TZVPD.

- frontier orbital gap (eV) = 6.19

Geometry as ORCA input:
```
! RIJCOSX wB97M-V def2-TZVPD def2/J DEFGRID3
* xyz -1 1
C 7.04 -1.24 -1.86
C 5.90 -0.29 -1.45
C 5.54 0.72 -2.54
C 4.81 1.96 -2.02
O 3.55 2.17 -2.68
C 2.54 1.36 -2.35
C 2.17 0.99 -1.12
C 1.05 0.05 -0.95
O 0.96 -0.72 -0.03
C 0.01 0.06 -2.05
N -1.31 -0.37 -1.74
C -1.61 -1.65 -2.33
O -2.09 -1.78 -3.40
F -1.22 -2.68 -1.59
C -1.70 -0.10 -0.39
O -1.72 0.99 0.05
F -2.09 -1.18 0.26
C 0.37 0.43 -3.27
C 1.79 0.80 -3.53
O 2.32 0.62 -4.59
H 6.75 -2.29 -1.78
H 7.34 -1.08 -2.90
H 7.93 -1.10 -1.24
H 6.21 0.26 -0.56
H 5.02 -0.89 -1.19
H 4.94 0.24 -3.33
H 6.47 1.04 -3.02
H 5.38 2.87 -2.22
H 4.68 1.90 -0.94
H 2.68 1.33 -0.23
H -0.33 0.43 -4.10
C -7.28 1.58 3.38
F -8.33 2.32 3.78
F -7.65 0.88 2.30
F -6.30 2.42 3.02
S -6.77 0.48 4.77
O -7.90 -0.37 5.00
O -6.38 1.37 5.82
N -5.57 -0.21 4.00
S -4.66 -1.30 4.68
O -5.30 -2.56 4.92
O -3.76 -0.81 5.69
C -3.58 -1.59 3.21
F -2.93 -0.49 2.84
F -4.29 -2.03 2.16
F -2.67 -2.53 3.51
*
```

Below is a structure of composition C14H11F9IO4PtS, with properties calculated with ωB97M-V/def2-TZVPD.

- frontier orbital gap (eV) = 2.32

Geometry as ORCA input:
```
! RIJCOSX wB97M-V def2-TZVPD def2/J DEFGRID3
* xyz 1 1
O -4.49 2.95 1.32
C -3.35 2.27 1.44
O -2.37 2.76 2.46
C -2.88 0.98 0.55
C -2.84 1.03 -0.97
C -2.30 -0.35 -1.73
O -2.83 -0.77 -2.89
C -1.06 -1.13 -0.93
C 0.14 -1.72 -1.87
C 0.84 -0.51 -2.74
C 2.16 0.17 -1.97
F 1.93 -0.16 -0.51
F 3.32 -0.67 -2.47
C 2.32 1.76 -2.27
F 2.85 1.88 -3.68
F 1.01 2.52 -2.30
S 3.45 2.73 -1.16
F 4.41 1.39 -0.71
F 2.43 2.64 0.20
F 2.63 4.18 -1.64
F 4.51 2.98 -2.51
F 4.50 3.72 -0.24
C -1.11 -1.20 0.56
C 0.08 -1.91 1.43
C -0.51 -2.83 2.70
C -0.29 -2.14 4.17
I 0.82 -3.48 5.56
C -2.44 -0.47 1.27
O -3.11 -0.98 2.30
H -3.14 2.02 -1.55
H 0.94 -2.38 -1.32
H -0.38 -2.44 -2.67
H 0.06 0.29 -3.09
H 1.25 -1.02 -3.74
H 0.69 -1.03 1.95
H 0.78 -2.63 0.83
H 0.10 -3.85 2.70
H -1.64 -3.15 2.52
H 0.34 -1.14 4.12
H -1.35 -1.83 4.61
Pt -5.45 1.55 2.27
*
```

Below is the molecule C14H11N, with properties calculated with ωB97M-V/def2-TZVPD.

- frontier orbital gap (eV) = 7.12
- energy above the lowest of the compared OMol25 structures with the same formula, charge and spin (kJ/mol) = 180.9
- SMILES = Nc1cccc2cc3ccccc3cc12

Geometry as ORCA input:
```
! RIJCOSX wB97M-V def2-TZVPD def2/J DEFGRID3
* xyz 0 1
N -2.67 2.29 -0.16
C -2.32 0.92 -0.01
C -3.39 -0.04 0.03
C -3.30 -1.41 -0.03
C -2.11 -1.97 -0.11
C -0.95 -1.10 -0.06
C 0.33 -1.67 0.01
C 1.51 -0.89 0.07
C 2.91 -1.29 0.07
C 3.99 -0.50 -0.06
C 3.78 0.88 -0.27
C 2.51 1.40 -0.05
C 1.32 0.53 0.13
C 0.15 1.09 0.29
C -1.04 0.39 0.14
H -3.65 2.46 -0.10
H -1.91 3.14 0.16
H -4.37 0.46 -0.06
H -4.28 -1.98 -0.23
H -2.02 -3.03 -0.11
H 0.55 -2.73 -0.12
H 3.05 -2.37 0.37
H 4.90 -1.01 0.04
H 4.51 1.65 -0.41
H 2.31 2.52 0.01
H 0.18 2.26 0.47
*
```

Below is the molecule C14H11N3O3S, with properties calculated with ωB97M-V/def2-TZVPD.

- frontier orbital gap (eV) = 8.06
- energy above the lowest of the compared OMol25 structures with the same formula, charge and spin (kJ/mol) = 329.8
- SMILES = CS(=O)(=O)c1ccccc1-c1nc2ccccn2c1N=O

Geometry as ORCA input:
```
! RIJCOSX wB97M-V def2-TZVPD def2/J DEFGRID3
* xyz 0 1
C -0.05 2.61 -0.07
S -1.55 2.15 -0.96
O -1.78 3.27 -1.89
O -2.66 2.02 0.00
C -1.28 0.60 -1.91
C -1.66 0.61 -3.28
C -1.67 -0.54 -4.04
C -1.14 -1.70 -3.48
C -0.66 -1.67 -2.18
C -0.77 -0.55 -1.37
C -0.22 -0.66 -0.03
N -0.87 -0.26 1.13
C 0.02 -0.41 2.08
C -0.09 -0.01 3.45
C 1.03 -0.09 4.27
C 2.25 -0.69 3.73
C 2.34 -1.14 2.43
N 1.19 -1.00 1.58
C 1.05 -1.13 0.23
N 2.00 -1.46 -0.75
O 2.99 -2.12 -0.39
H 0.22 1.97 0.73
H 0.73 2.70 -0.83
H -0.21 3.58 0.40
H -2.07 1.50 -3.70
H -2.06 -0.52 -5.05
H -1.08 -2.63 -4.00
H -0.27 -2.61 -1.75
H -1.03 0.34 3.85
H 0.89 0.22 5.32
H 3.15 -0.83 4.39
H 3.28 -1.53 2.09
*
```

Below is a structure of composition C14H11N4O3S2Ti, with properties calculated with ωB97M-V/def2-TZVPD.

- ⟨S²⟩ = 0.775
- frontier orbital gap (alpha / beta) (eV) = 4.81 / 6.61
- energy above the lowest of the compared OMol25 structures with the same formula, charge and spin (kJ/mol) = 0.0

Geometry as ORCA input:
```
! RIJCOSX wB97M-V def2-TZVPD def2/J DEFGRID3
* xyz -2 2
Ti 0.25 -0.27 0.46
N -1.38 3.06 -2.30
C -0.97 2.21 -1.26
S 0.43 1.22 -1.55
N -1.62 2.29 -0.15
N -1.19 1.39 0.80
C -1.45 1.70 2.05
C -1.03 0.78 3.02
C -1.16 0.99 4.42
C -0.70 0.05 5.29
C -0.08 -1.12 4.78
C 0.05 -1.24 3.41
N -0.41 -0.34 2.53
H -1.21 2.64 -3.20
H -2.35 3.31 -2.17
H -1.87 2.66 2.34
H -1.63 1.90 4.76
H -0.79 0.20 6.36
H 0.31 -1.89 5.43
H 0.55 -2.10 2.97
O -3.34 -2.17 -1.11
C -2.18 -2.21 -0.68
O -1.50 -1.21 -0.31
C -1.51 -3.59 -0.60
C -2.34 -4.67 -0.90
C -1.89 -5.98 -0.88
C -0.55 -6.22 -0.56
C 0.28 -5.16 -0.26
C -0.17 -3.82 -0.26
S 1.07 -2.63 0.17
H -3.36 -4.44 -1.16
H -2.56 -6.80 -1.12
H -0.16 -7.23 -0.54
H 1.32 -5.33 -0.01
O 1.76 0.01 0.95
*
```

Below is a structure of composition C14H11N4OPtS, with properties calculated with ωB97M-V/def2-TZVPD.

- ⟨S²⟩ = 6.065
- frontier orbital gap (alpha / beta) (eV) = 7.10 / 6.08

Geometry as ORCA input:
```
! RIJCOSX wB97M-V def2-TZVPD def2/J DEFGRID3
* xyz 3 5
Pt 1.33 -2.49 0.28
N 4.57 0.12 -0.60
C 3.44 -0.49 -0.34
S 3.49 -2.28 -0.13
N 2.30 0.19 -0.24
N 1.26 -0.53 0.09
C -0.05 0.05 0.06
C -0.23 1.49 -0.14
C 0.48 2.44 0.61
C 0.30 3.86 0.42
C -0.59 4.33 -0.51
C -1.31 3.40 -1.26
C -1.11 1.98 -1.09
C -1.07 -0.89 0.25
C -2.44 -0.55 0.40
C -3.39 -1.54 0.57
C -2.98 -2.87 0.62
C -1.63 -3.17 0.52
N -0.70 -2.23 0.35
H 5.45 -0.38 -0.70
H 4.60 1.13 -0.72
H 1.18 2.12 1.38
H 0.87 4.54 1.04
H -0.74 5.39 -0.65
H -2.02 3.73 -2.00
H -1.66 1.31 -1.74
H -2.73 0.49 0.41
H -4.43 -1.28 0.69
H -3.69 -3.68 0.75
H -1.29 -4.19 0.58
O 1.44 -5.57 0.61
C 1.40 -4.46 0.49
*
```

Below is a structure of composition C14H12BeN3O3, with properties calculated with ωB97M-V/def2-TZVPD.

- frontier orbital gap (alpha / beta) (eV) = 7.41 / 5.46

Geometry as ORCA input:
```
! RIJCOSX wB97M-V def2-TZVPD def2/J DEFGRID3
* xyz 1 1
Be -0.96 -0.07 -1.28
C -1.41 -0.80 2.53
C -1.54 -0.29 1.20
N -0.54 -0.17 0.33
N 0.69 -0.38 0.48
C 1.39 0.23 -0.50
O 0.85 0.74 -1.53
C 2.93 0.26 -0.42
C 3.80 0.58 -1.50
C 5.24 0.56 -1.34
C 5.69 0.29 -0.07
C 4.84 -0.11 1.00
C 3.50 -0.14 0.81
C -2.78 0.06 0.57
C -4.02 -0.08 1.15
C -5.07 0.33 0.28
C -4.83 0.55 -1.03
C -3.56 0.66 -1.51
N -2.54 0.27 -0.76
H -2.29 -0.41 3.11
H -1.35 -1.91 2.58
H -0.51 -0.42 3.04
H 3.40 0.83 -2.45
H 5.82 0.82 -2.20
H 6.80 0.34 0.10
H 5.30 -0.42 1.94
H 2.83 -0.58 1.55
H -4.20 -0.68 1.99
H -6.06 0.59 0.66
H -5.57 0.66 -1.77
H -3.40 1.07 -2.52
O -1.17 -1.66 -1.75
O -1.30 -0.73 -2.68
*
```

Below is a structure of composition C14H12Cl2F6N2O8PdS2, with properties calculated with ωB97M-V/def2-TZVPD.

- frontier orbital gap (eV) = 5.90
- energy above the lowest of the compared OMol25 structures with the same formula, charge and spin (kJ/mol) = 27.5

Geometry as ORCA input:
```
! RIJCOSX wB97M-V def2-TZVPD def2/J DEFGRID3
* xyz 2 1
Pd 0.55 0.23 -0.22
Cl -0.12 1.90 6.96
C -0.52 1.22 5.50
C -1.84 1.23 5.07
C -2.14 0.66 3.86
Cl -3.68 0.57 3.28
C -1.05 0.03 2.99
O -1.34 -0.52 1.97
C 0.35 0.13 3.51
C 1.53 -0.29 2.71
O 1.61 -0.36 1.51
C 0.57 0.65 4.72
H -2.62 1.67 5.69
H 2.44 -0.46 3.31
H 1.57 0.72 5.14
O -0.19 -1.59 -0.55
C 0.36 -2.16 -1.56
O 1.32 -1.75 -2.19
C -0.31 -3.46 -2.01
N 0.43 -3.91 -3.24
C -0.51 -3.78 -4.41
C -1.86 -4.04 -3.78
C -1.78 -3.28 -2.45
H -0.20 -4.21 -1.23
H 0.76 -4.87 -3.14
H 1.25 -3.27 -3.31
H -0.21 -4.46 -5.20
H -0.42 -2.75 -4.77
H -2.00 -5.11 -3.61
H -2.68 -3.70 -4.41
H -2.46 -3.66 -1.70
H -1.99 -2.23 -2.60
F 1.39 4.83 -1.72
C 0.90 3.91 -2.52
F -0.38 4.10 -2.75
F 1.57 3.86 -3.64
S 1.16 2.22 -1.71
O -0.02 1.37 -2.02
O 2.44 1.77 -2.13
N 1.17 2.21 -0.07
S 0.28 3.16 0.90
O -0.27 2.33 1.94
O -0.53 4.08 0.18
C 1.63 4.09 1.76
F 2.36 3.22 2.46
F 1.07 4.96 2.59
F 2.40 4.71 0.89
*
```

Below is a structure of composition C14H12ClI2NW, with properties calculated with ωB97M-V/def2-TZVPD.

- frontier orbital gap (eV) = 6.96
- energy above the lowest of the compared OMol25 structures with the same formula, charge and spin (kJ/mol) = 1.1

Geometry as ORCA input:
```
! RIJCOSX wB97M-V def2-TZVPD def2/J DEFGRID3
* xyz 2 1
W -0.36 -1.65 -2.68
I -2.90 -2.45 -2.66
C -2.36 -4.39 -1.88
I -0.23 -4.14 -1.73
H -2.61 -5.17 -2.60
H -2.81 -4.56 -0.91
Cl 0.60 -1.29 -4.64
N -0.05 -0.59 -1.31
C 0.19 0.22 -0.27
C 1.33 -0.08 0.56
C 2.47 -0.70 0.00
C 3.56 -0.98 0.80
C 3.52 -0.68 2.16
C 2.39 -0.10 2.72
C 1.30 0.22 1.93
C -0.68 1.34 -0.03
C -0.19 2.49 0.61
C -1.01 3.58 0.81
C -2.34 3.52 0.40
C -2.85 2.39 -0.24
C -2.02 1.31 -0.47
H 2.51 -0.89 -1.06
H 4.45 -1.42 0.36
H 4.37 -0.91 2.78
H 2.36 0.11 3.79
H 0.41 0.64 2.37
H 0.86 2.55 0.88
H -0.63 4.47 1.28
H -2.99 4.37 0.56
H -3.88 2.36 -0.55
H -2.41 0.43 -0.96
*
```

Below is a cluster of 2 separate species, C14H12ClN3O3P in total, with properties calculated with ωB97M-V/def2-TZVPD.

- frontier orbital gap (eV) = 8.44

Geometry as ORCA input:
```
! RIJCOSX wB97M-V def2-TZVPD def2/J DEFGRID3
* xyz 1 1
O 2.83 -0.70 0.68
P 3.33 -1.42 -0.76
Cl 4.66 -2.92 -0.15
C 1.76 -2.26 -1.42
N 0.57 -1.79 -0.90
C -0.43 -2.59 -1.52
C -1.90 -2.35 -1.13
C -2.91 -1.76 -2.07
C -4.27 -1.55 -1.53
C -4.51 -1.93 -0.12
N -3.61 -2.48 0.76
C -2.36 -2.66 0.24
C 0.19 -3.50 -2.44
N 1.61 -3.27 -2.35
H 2.09 -0.07 0.52
H 0.38 -1.05 -0.23
H -2.59 -1.50 -3.10
H -5.06 -1.09 -2.19
H -5.54 -1.74 0.27
H -1.59 -3.10 0.94
H -0.33 -4.24 -3.09
H 2.37 -3.73 -2.86
C 1.93 2.95 2.63
C 2.05 4.21 3.05
C 1.41 5.33 2.33
O 1.53 6.47 2.71
C 0.62 5.00 1.12
C 0.50 3.74 0.70
C 1.14 2.63 1.42
O 1.02 1.47 1.03
H 2.39 2.12 3.14
H 2.63 4.46 3.93
H 0.16 5.83 0.60
H -0.07 3.48 -0.19
*
```

Below is a structure of composition C14H12F18N7O12S6Zn, with properties calculated with ωB97M-V/def2-TZVPD.

- ⟨S²⟩ = 0.756
- frontier orbital gap (alpha / beta) (eV) = 7.96 / 6.31

Geometry as ORCA input:
```
! RIJCOSX wB97M-V def2-TZVPD def2/J DEFGRID3
* xyz 0 2
Zn -0.98 3.29 -0.90
C 1.27 0.93 -3.60
F 2.33 0.16 -4.02
F 1.44 2.27 -3.83
F 0.12 0.49 -4.20
S 1.14 0.76 -1.63
O 1.22 -0.61 -1.37
O 2.24 1.65 -1.19
N -0.40 1.48 -1.14
S -1.43 0.32 -1.28
O -2.73 1.00 -1.35
O -1.18 -0.67 -2.34
C -1.43 -0.58 0.50
F -0.53 -1.61 0.62
F -1.16 0.34 1.44
F -2.58 -1.21 0.79
C -1.17 6.96 0.71
F -1.23 8.26 0.49
F 0.09 6.60 0.34
F -1.39 6.81 2.01
S -2.56 6.13 -0.31
O -3.84 6.68 0.10
O -2.20 6.42 -1.69
N -2.33 4.45 -0.16
S -3.41 3.95 0.84
O -2.98 2.59 1.10
O -3.54 4.69 2.14
C -5.06 3.89 -0.23
F -4.93 4.17 -1.47
F -5.67 2.70 -0.15
F -5.91 4.82 0.13
C 1.93 -4.68 2.11
F 1.22 -3.55 1.84
F 1.56 -5.64 1.29
F 3.25 -4.55 2.28
S 1.29 -5.31 3.91
O 0.11 -4.50 4.23
O 1.10 -6.76 3.80
N 2.47 -4.62 5.10
S 3.39 -5.87 5.37
O 3.68 -6.74 4.25
O 4.56 -5.34 5.98
C 2.54 -6.94 6.67
F 2.25 -6.23 7.74
F 1.42 -7.47 6.20
F 3.41 -7.92 6.96
C 1.92 -0.20 -7.26
C 2.61 1.05 -7.17
N 3.14 2.07 -7.08
H 1.02 -0.05 -6.66
H 2.60 -0.98 -6.89
H 1.65 -0.38 -8.30
C -0.93 2.32 -6.87
C -2.25 1.99 -7.48
N -3.26 1.74 -7.95
H -0.09 1.85 -7.38
H -0.99 1.89 -5.87
H -0.76 3.37 -6.62
C 3.34 -1.02 1.46
C 3.12 -1.35 2.87
N 2.90 -1.68 3.96
H 3.16 -1.97 0.95
H 4.33 -0.72 1.14
H 2.74 -0.21 1.05
C -2.06 -1.43 4.13
C -0.73 -1.57 4.78
N 0.29 -1.67 5.28
H -2.09 -0.49 3.57
H -2.87 -1.34 4.85
H -2.24 -2.25 3.44
*
```

Below is a structure of composition C14H13BCrI2O6SY, with properties calculated with ωB97M-V/def2-TZVPD.

- ⟨S²⟩ = 3.865
- frontier orbital gap (alpha / beta) (eV) = 5.83 / 4.91
- energy above the lowest of the compared OMol25 structures with the same formula, charge and spin (kJ/mol) = 0.0

Geometry as ORCA input:
```
! RIJCOSX wB97M-V def2-TZVPD def2/J DEFGRID3
* xyz 4 4
I 2.85 -2.75 -0.35
I 2.38 3.11 -0.45
Cr 0.57 1.39 -0.26
Y 0.24 -1.46 0.30
S 1.37 -0.03 -1.63
C -1.95 -1.77 -0.89
C -1.91 -2.30 1.71
C 0.79 -0.05 -3.44
C 1.59 1.05 -4.13
C -0.71 0.19 -3.53
C 1.17 -1.43 -3.95
C -0.56 1.36 1.33
C -1.19 1.80 -0.75
O -2.84 -2.54 2.34
O -2.95 -1.99 -1.44
O -1.49 1.46 2.08
O -2.36 1.81 -0.92
H 1.36 1.06 -5.21
H 2.67 0.90 -3.99
H 1.33 2.04 -3.72
H -1.01 0.03 -4.57
H -0.96 1.22 -3.24
H -1.27 -0.49 -2.88
H 0.90 -1.53 -5.02
H 0.65 -2.23 -3.40
H 2.25 -1.61 -3.85
O 0.93 -0.49 2.25
B 0.96 0.96 1.73
O 1.49 1.75 2.83
C 1.40 0.98 3.92
C 1.38 1.39 5.26
C 0.94 0.46 6.20
C 0.65 -0.87 5.88
C 0.73 -1.32 4.56
C 1.09 -0.36 3.62
H 1.65 2.41 5.51
H 0.80 0.80 7.23
H 0.39 -1.59 6.67
H 0.49 -2.33 4.23
*
```

In order of appearance, max |F| = 1.39, 9.31, 5.03, 3.80, 1.15, 0.26, 6.05, 0.68, 0.30, 4.92, 7.65, 8.30 eV Å⁻¹.
In order of appearance, M = 567.4, 768.3, 193.2, 301.3, 395.3, 478.4, 279.3, 691.7, 667.4, 336.7, 1070.0, 714.8 g mol⁻¹.